(1)
{
  "formula": "C29H40O27",
  "method": "wB97M-V/def2-TZVPD",
  "elements": ["O", "H", "H", "H", "H", "H", "C", "C", "C", "H", "O", "C", "O", "C", "H", "C", "H", "H", "C", "O", "C", "H", "C", "H", "H", "H", "C", "H", "H", "H", "O", "H", "H", "C", "O", "O", "H", "H", "C", "C", "H", "H", "O", "H", "H", "H", "H", "C", "O", "C", "O", "H", "O", "O", "H", "O", "O", "O", "C", "O", "O", "C", "H", "O", "C", "H", "H", "H", "O", "O", "O", "O", "H", "C", "H", "H", "H", "C", "C", "C", "H", "C", "O", "O", "O", "C", "O", "C", "C", "O", "H", "C", "C", "H", "H", "C"],
  "positions_angstrom": [[2.117, -3.024, 0.770], [-3.122, 7.730, -0.163], [-1.208, 1.487, -0.388], [1.303, 0.592, 6.324], [3.579, -3.650, 1.884], [-2.366, -2.691, -4.902], [5.771, -0.516, 0.389], [-2.184, 5.825, -0.002], [-2.473, -0.844, 3.758], [-2.717, -1.835, -6.344], [0.499, 2.677, 2.728], [-2.853, -1.196, 5.153], [-0.056, -3.890, 0.670], [3.671, 0.302, 0.495], [-2.702, -3.411, 0.820], [4.015, 4.685, -1.756], [3.961, -2.945, 0.211], [5.004, 5.140, -1.701], [-2.913, -2.781, -5.840], [-3.782, -5.884, -0.747], [-2.175, 7.287, -0.470], [-3.793, 5.518, -1.392], [1.210, -4.011, 0.611], [3.157, 1.009, -0.156], [-2.444, -4.736, -1.706], [-5.002, -2.346, -6.200], [3.846, 4.168, -3.154], [-1.857, -5.380, -0.085], [-2.047, 7.322, -1.552], [-3.570, -3.028, -0.693], [-0.906, 5.315, -0.321], [-0.229, 0.083, 5.485], [4.525, 2.016, 1.582], [0.360, -0.054, -0.341], [-1.514, -1.808, 3.497], [3.192, 5.175, -3.848], [-2.097, 0.179, 3.736], [3.226, 3.272, -3.170], [-4.420, -3.048, -5.603], [-1.228, -1.160, -1.481], [3.804, -5.727, 0.934], [0.774, -0.529, 0.549], [-4.598, -4.366, 0.537], [-3.668, 4.267, -0.143], [4.123, 0.666, 2.551], [2.778, 3.121, -0.893], [-1.381, 7.769, 0.100], [4.529, 0.926, 1.573], [-1.922, -0.350, -0.621], [0.801, 1.776, 3.525], [4.545, -0.570, -0.104], [1.217, -1.255, 4.338], [-2.514, -3.686, -6.798], [2.929, 5.531, -1.654], [-3.926, -1.231, 5.342], [-2.204, 4.201, -1.579], [0.077, -0.853, -1.409], [-3.347, -5.547, -7.700], [1.477, -0.196, 4.345], [1.875, 6.883, -3.120], [-2.403, -2.547, 5.307], [-0.946, 4.386, -1.207], [4.435, 2.765, -0.929], [-5.710, -6.404, 0.394], [-2.696, -5.030, -0.687], [-4.742, -2.943, -4.566], [3.569, -5.205, -0.727], [2.878, -0.302, 0.937], [-0.013, 3.766, -1.586], [6.755, -1.143, -0.046], [-1.738, -2.030, -2.175], [0.598, 1.828, 4.796], [-2.350, 5.655, 1.062], [3.361, -3.625, 0.817], [3.931, 3.911, 0.317], [-3.407, -0.860, 3.196], [1.070, 0.745, -0.554], [-3.097, 4.918, -0.805], [-1.551, -2.804, 4.317], [0.743, 0.567, 5.389], [2.562, -0.106, 4.385], [-4.777, -5.599, 0.109], [5.850, 0.314, 1.359], [-4.517, -4.380, -6.138], [1.193, 0.523, 3.176], [2.566, 5.895, -2.875], [1.798, -5.205, 0.419], [3.748, 3.581, -0.706], [-3.419, -4.624, -6.897], [-0.793, -3.794, 4.354], [-2.439, -0.505, 5.888], [-3.370, -3.799, 0.052], [3.200, -5.086, 0.292], [-1.237, 0.408, 1.049], [4.807, 3.874, -3.577], [-1.003, 0.484, -0.013]],
  "forces_ev_per_angstrom": [[-2.95, -0.52, -0.62], [-0.05, 0.23, -0.24], [0.36, 0.19, 0.17], [-0.39, 0.31, 0.03], [0.88, 0.04, -0.09], [0.45, -1.01, -0.07], [3.98, -2.84, -2.87], [-0.13, 0.96, -0.29], [-1.59, 1.30, 0.86], [-0.44, 0.44, 0.35], [1.44, -2.62, 2.04], [-1.40, -0.26, 1.66], [5.52, -0.04, -0.35], [-1.39, 0.28, 1.39], [-0.50, -0.10, 0.32], [-0.08, -2.67, 0.94], [0.78, -0.54, 0.36], [-0.20, 0.59, 0.61], [-0.66, 3.18, 0.89], [-0.82, -2.64, -0.38], [-0.50, -0.84, 1.33], [0.05, -0.27, -0.34], [-5.37, 0.17, 0.43], [0.65, -0.07, -0.40], [0.43, -0.21, 0.21], [-0.28, -0.28, -0.15], [1.00, -2.43, -0.17], [-0.08, -0.43, -0.36], [0.15, 0.17, 0.14], [-0.31, 0.10, 0.30], [1.44, 1.44, 2.13], [-0.21, 0.38, 0.49], [0.72, -0.10, -0.44], [0.20, 1.83, 1.91], [1.42, 0.92, -3.51], [-0.58, 0.91, 0.52], [0.47, -0.20, -0.43], [-0.19, -0.15, 0.06], [1.03, 0.32, -0.71], [-1.72, -1.46, -0.67], [-0.69, -0.39, 0.07], [-0.05, -0.92, -0.31], [-0.24, 1.22, 1.31], [-0.03, -0.26, -0.19], [0.51, -0.35, 0.15], [-0.32, 0.61, 0.33], [0.07, 0.28, -0.47], [-0.08, 0.26, 0.91], [-0.21, -2.19, -1.82], [-1.79, 1.74, -4.23], [0.08, -1.57, -2.47], [-0.23, 0.13, -0.55], [1.23, -0.79, 0.30], [-0.62, 1.56, 0.21], [0.01, 0.22, -0.18], [-0.91, -1.71, -2.04], [0.40, -2.02, -1.97], [-0.12, 1.68, 2.07], [1.86, -0.71, 0.03], [1.23, -2.79, 0.60], [-0.45, 0.45, 0.57], [-0.11, -0.67, -0.20], [0.45, -0.07, 0.19], [3.65, 3.64, -1.04], [-0.48, 2.57, 0.78], [0.15, -0.57, -0.07], [-0.51, -0.05, -0.15], [-0.07, 0.05, 0.13], [0.91, -0.81, -0.78], [-3.22, 1.42, 1.12], [1.34, 2.14, 1.41], [-0.26, 1.49, 2.43], [0.13, 0.52, 0.05], [1.80, -0.14, 0.06], [-0.37, 0.05, -0.10], [0.53, -0.52, -1.00], [-0.22, -0.02, -0.64], [-0.85, 0.83, 0.91], [3.00, -4.53, 2.59], [0.09, -1.14, 0.55], [0.20, -0.32, 0.82], [-2.51, -3.40, 0.21], [-1.11, 2.81, 2.67], [-0.03, 0.22, 0.41], [-0.70, 0.54, -1.72], [-1.72, 4.36, -1.82], [-0.51, -0.43, -0.11], [1.33, -0.21, -0.99], [-1.31, -3.19, -2.96], [-2.38, 3.13, -0.89], [0.41, -0.41, 0.29], [0.96, -0.72, -1.35], [1.00, 2.09, 0.36], [0.31, 0.48, 0.13], [-0.06, 0.39, -0.40], [-0.61, 1.92, 1.77]],
  "e_tot_ha": -3160.4928,
  "homo_energy_ev": -10.2,
  "orbital_gap_ev": 9.93,
  "max_force_ev_per_a": 6.0,
  "charge": 0,
  "relative_energy_kcal_mol": 80.1
}

(2)
{
  "formula": "C28H51N3O8S4",
  "method": "wB97M-V/def2-TZVPD",
  "elements": ["H", "H", "H", "H", "C", "O", "H", "C", "H", "N", "C", "N", "C", "H", "H", "H", "C", "O", "C", "N", "H", "H", "H", "H", "C", "C", "H", "H", "H", "S", "C", "H", "H", "H", "C", "H", "H", "H", "C", "S", "O", "C", "C", "C", "C", "H", "H", "H", "H", "C", "H", "H", "C", "O", "H", "H", "H", "C", "C", "H", "O", "H", "C", "H", "O", "O", "H", "C", "C", "C", "H", "H", "H", "H", "O", "H", "H", "H", "H", "C", "H", "H", "H", "C", "H", "H", "H", "S", "H", "C", "C", "C", "S", "H"],
  "positions_angstrom": [[4.650, -3.237, -0.940], [-0.048, 0.564, 1.790], [5.591, 4.718, -1.250], [-1.192, -4.678, 1.642], [4.758, -2.540, -2.915], [3.072, -5.997, -2.363], [3.385, 1.726, 0.188], [-6.636, 0.061, 0.892], [-4.208, 0.296, -3.266], [1.015, -0.075, 0.082], [-4.791, -2.016, -3.408], [-0.258, -1.296, 3.739], [0.470, 3.733, 2.727], [1.666, -0.637, 0.611], [-2.291, -0.656, -1.870], [-4.434, -0.524, -1.832], [-5.171, 0.278, 1.062], [2.443, -4.502, -4.379], [0.065, 0.652, 0.720], [-7.914, 2.192, 1.758], [2.499, 3.453, 4.462], [-1.768, -1.898, 1.223], [3.920, 4.343, -1.630], [2.258, 5.509, 5.508], [4.900, -4.066, -3.375], [3.965, -2.612, -1.513], [5.055, 0.290, -0.660], [-2.569, -4.327, 0.547], [5.731, 3.762, 0.743], [0.918, 5.455, 3.296], [-0.652, 1.448, -0.185], [5.748, -2.107, -2.772], [-5.878, -2.084, -3.366], [4.247, -1.953, -3.678], [-2.877, -3.355, 2.445], [-2.850, -3.574, 3.513], [-0.560, 1.574, -2.394], [-3.090, -1.091, 2.137], [-2.264, -4.489, 1.580], [5.478, 2.363, -1.942], [-1.591, -3.339, -1.912], [-2.589, -0.990, -2.864], [0.509, 2.883, 3.980], [1.395, 5.073, 5.006], [-2.350, -1.892, 2.144], [-3.805, 1.041, -0.283], [-4.066, -3.370, -1.809], [-2.754, -5.401, 1.921], [0.865, 1.948, 3.548], [2.624, -3.350, -1.805], [6.269, 1.388, 0.115], [5.419, -4.625, -2.596], [-4.095, -3.249, -2.892], [-2.028, -3.044, -4.464], [-6.867, -0.894, 1.364], [2.103, -3.657, -0.898], [2.093, -2.592, -2.380], [-0.138, 1.187, -1.479], [-4.731, 1.429, 0.141], [1.422, 3.087, 5.915], [2.122, 5.860, 2.514], [-6.934, -0.061, -0.150], [-1.131, -1.544, 3.008], [-1.418, 2.154, 0.102], [-0.260, 6.219, 3.391], [6.821, 2.679, -2.385], [-4.580, -0.609, 0.834], [5.301, 1.315, -0.381], [4.713, 3.632, 0.377], [-4.077, -0.701, -2.847], [3.739, -1.687, -0.982], [1.127, 3.394, 1.926], [-0.584, 3.723, 2.450], [1.542, -0.282, -1.917], [4.564, 1.945, -2.937], [-4.314, -4.224, -3.327], [-1.916, -0.465, -3.543], [-0.378, 2.635, 4.563], [-4.634, 2.452, 0.505], [4.807, 3.973, -1.115], [5.210, -4.307, -4.392], [0.527, 5.310, 5.622], [4.059, 4.314, 0.920], [1.533, 3.582, 4.950], [-4.667, -1.969, -4.490], [-5.403, 1.483, -0.716], [4.416, 1.724, 1.475], [-2.322, -2.762, -3.032], [-3.940, -3.507, 2.257], [0.877, 0.254, -1.256], [-7.395, 1.232, 1.417], [4.369, 2.111, 0.458], [3.090, -4.724, -3.072], [-4.936, 0.520, 2.098]],
  "forces_ev_per_angstrom": [[-0.27, 0.11, 0.65], [0.00, 0.12, -0.05], [0.03, -0.17, -0.30], [0.02, 0.42, 0.05], [-0.42, -1.14, 0.56], [-0.03, 0.89, -0.81], [-0.68, 1.18, -0.37], [-1.06, -0.41, 0.53], [-0.66, -0.45, -0.94], [-1.55, 1.42, -0.68], [-0.37, 1.32, -1.28], [-1.19, -0.36, -1.44], [-1.40, 1.12, 1.07], [0.03, -0.10, -0.74], [0.80, -0.47, 0.06], [0.28, -0.40, 0.28], [0.74, 1.46, -0.07], [0.30, -0.56, 2.14], [-1.16, 1.18, 0.64], [-0.21, 0.31, 0.19], [0.41, -0.65, 0.55], [-0.88, -0.05, -0.90], [-0.19, -0.55, 0.15], [0.12, 0.40, -0.92], [-2.24, 0.71, 1.95], [0.58, -1.44, -1.85], [-0.14, 0.24, 0.05], [0.31, -0.05, -0.09], [-0.04, -0.12, 0.42], [3.89, -1.15, -1.48], [0.66, -0.79, 1.17], [-0.01, -0.03, 0.03], [-0.03, 0.34, 0.81], [-0.14, -0.05, 0.07], [0.19, -0.01, -0.22], [0.59, 0.11, 0.06], [0.52, -0.10, -0.09], [0.28, -0.15, 0.26], [-0.46, 0.28, 0.55], [0.49, 2.93, 1.54], [-0.01, 0.63, -0.88], [0.77, 0.32, 1.68], [1.70, 0.09, 0.41], [-1.37, -0.68, 0.56], [2.16, -1.09, 0.68], [0.46, 0.85, -0.09], [-0.98, 0.07, 0.29], [0.05, -0.16, -0.12], [0.34, -0.43, 0.97], [1.48, 0.55, -1.17], [0.37, -0.43, -0.39], [0.49, 0.03, -0.30], [1.62, 0.87, 1.34], [0.51, 0.69, 2.53], [-0.71, 0.26, 0.37], [-0.06, -0.49, -0.46], [-0.70, -0.48, -0.03], [0.80, -1.16, 1.23], [0.61, -0.81, -0.82], [0.65, 0.19, 0.07], [-2.28, -0.46, 1.36], [0.20, 0.07, -0.14], [-0.70, 0.12, 1.45], [-0.04, -0.11, -0.08], [-1.73, 1.57, -0.35], [-0.18, -0.82, 0.84], [-0.37, -0.14, -0.24], [1.98, 1.07, -1.13], [-0.28, -0.89, -1.09], [-0.96, -1.14, -0.12], [0.34, 0.17, -0.30], [-0.01, 0.24, 0.21], [0.20, 0.63, -0.77], [-0.17, 0.33, -0.42], [-1.44, -1.16, -0.98], [0.26, 0.36, -0.38], [-0.50, -0.18, -0.45], [-0.52, 0.54, -0.66], [0.08, -0.35, 0.47], [0.98, -0.74, -0.15], [-0.22, 0.19, 0.20], [-0.17, 0.36, -0.22], [-0.15, -0.30, 0.05], [0.21, -1.85, -0.87], [0.38, -0.26, -0.21], [-0.16, 0.05, -0.03], [0.43, 0.25, 0.31], [-1.09, -1.72, -2.65], [-0.23, 0.91, -0.30], [0.93, -0.75, -0.96], [0.48, -1.19, -0.37], [-1.29, -0.51, 1.10], [0.86, 1.55, -0.71], [-0.12, -0.03, 0.14]],
  "e_tot_ha": -3456.1998,
  "homo_energy_ev": -8.9,
  "orbital_gap_ev": 8.93,
  "max_force_ev_per_a": 4.3,
  "charge": 0
}

(3)
{
  "formula": "C11H10ClF3Gd",
  "method": "wB97M-V/def2-TZVPD",
  "elements": ["C", "H", "H", "Gd", "C", "C", "H", "H", "F", "H", "C", "C", "F", "Cl", "H", "C", "C", "C", "F", "H", "C", "C", "H", "C", "H", "H"],
  "positions_angstrom": [[2.369, 1.058, -0.495], [-0.702, 3.132, -0.717], [2.375, -2.329, -0.922], [0.622, -0.430, 0.558], [2.287, -1.227, -1.003], [1.438, -0.519, -1.927], [-3.098, 0.212, 1.496], [3.477, -0.464, 0.809], [0.255, -3.598, 1.048], [2.623, 2.015, -0.038], [-1.857, 1.966, 0.804], [2.898, -0.251, -0.112], [-1.700, -2.715, 1.587], [0.808, 0.217, 2.943], [-1.583, 1.272, -2.474], [1.510, 0.878, -1.632], [-1.833, 1.323, -1.417], [-1.368, 2.309, -0.503], [-1.242, -3.148, -0.511], [-1.623, 2.470, 1.737], [-2.597, 0.373, -0.701], [-2.622, 0.755, 0.675], [0.909, -0.952, -2.783], [-0.680, -2.643, 0.645], [1.077, 1.675, -2.219], [-3.050, -0.537, -1.102]],
  "forces_ev_per_angstrom": [[0.87, -1.18, -1.03], [-0.07, 0.13, -0.11], [0.04, 0.90, -0.13], [-5.56, 0.92, 0.88], [0.88, 0.44, -0.39], [1.10, 0.33, 0.04], [0.12, 0.21, -0.36], [-0.31, 0.15, -0.85], [-0.46, 0.17, -0.17], [-0.16, -0.41, -0.05], [0.04, -1.10, -0.76], [0.14, 0.52, -1.18], [0.94, 0.02, -0.72], [0.42, 0.08, 1.04], [-0.14, 0.05, 0.15], [1.37, -0.95, 0.62], [0.31, 0.07, 0.39], [-0.22, -0.94, 0.69], [0.43, 0.20, 0.64], [-0.13, 0.03, -0.19], [0.22, -0.19, 0.60], [0.76, 0.57, -0.22], [0.09, 0.12, 0.63], [-0.50, -0.40, 0.17], [-0.27, -0.13, 0.27], [0.09, 0.40, 0.05]],
  "e_tot_ha": -1950.6514,
  "homo_energy_ev": [-3.7, -3.7],
  "orbital_gap_ev": [6.42, 4.70],
  "max_force_ev_per_a": 5.7,
  "charge": -1,
  "s_squared": 16.06,
  "multiplicity": 8,
  "relative_energy_kcal_mol": 0.0
}

(4)
{
  "formula": "C8H18O5",
  "method": "wB97M-V/def2-TZVPD",
  "elements": ["C", "C", "H", "C", "C", "H", "H", "O", "H", "O", "C", "O", "H", "H", "H", "H", "H", "H", "H", "H", "C", "H", "C", "C", "H", "H", "O", "H", "O", "H", "H"],
  "positions_angstrom": [[-0.035, 0.406, 1.737], [-1.227, 2.431, 1.117], [-0.530, -0.353, -2.894], [0.949, 0.113, 2.730], [1.172, -0.935, 0.077], [1.364, -1.298, -1.034], [0.988, 0.384, 3.812], [-1.877, 2.001, -1.760], [2.825, 0.755, -1.308], [-1.262, -2.179, -2.436], [1.847, -0.785, 2.371], [0.111, 0.404, -3.166], [-3.166, -1.911, 2.224], [-0.654, 0.324, -0.455], [-1.946, -0.944, 1.939], [-1.286, 1.804, 2.987], [-2.086, -2.447, -3.026], [0.996, -0.093, -3.102], [-1.427, -2.694, -1.753], [-1.826, 3.390, 1.132], [-0.851, 1.572, 2.023], [-1.759, 2.925, -2.108], [0.107, -0.024, 0.394], [1.912, -1.444, 1.100], [-1.240, 1.561, -2.134], [2.735, 0.952, -2.975], [-2.564, -1.745, 1.499], [-0.885, 2.277, 0.038], [3.040, 0.378, -2.207], [2.442, -1.098, 3.135], [2.626, -2.402, 0.793]],
  "forces_ev_per_angstrom": [[-0.06, 3.39, 0.63], [-0.41, 2.85, -5.68], [1.30, 1.47, -0.84], [-1.41, -0.48, 0.73], [-2.11, 0.59, -3.05], [-0.70, 0.82, 2.59], [-0.65, 0.46, -1.28], [-5.36, 5.49, 2.87], [0.18, -0.01, -2.04], [-1.79, 2.79, -6.98], [0.59, -1.92, -1.46], [0.31, -2.93, 1.13], [-0.43, -0.25, 0.28], [1.83, -0.86, 2.17], [-2.65, -3.37, -1.84], [0.79, -0.56, 0.72], [2.64, 1.14, 1.37], [-1.79, 1.18, -0.14], [-0.83, -3.76, 5.64], [0.66, -1.37, 0.98], [-0.77, -1.97, 2.21], [-0.40, -1.33, 0.44], [0.25, -1.04, -2.60], [2.26, -1.87, -0.38], [5.82, -4.11, -3.78], [0.59, -0.52, 2.03], [3.00, 3.53, 1.56], [-0.55, 0.23, 1.64], [-0.70, 0.65, -0.10], [2.15, -1.02, 1.71], [-1.77, 2.81, 1.44]],
  "e_tot_ha": -691.3850,
  "homo_energy_ev": [-14.1, -14.3],
  "orbital_gap_ev": [9.63, 6.47],
  "max_force_ev_per_a": 8.2,
  "charge": 1,
  "s_squared": 0.78,
  "multiplicity": 2
}

- Among the records above, which one has the highest charge?
  C8H18O5